# C31H61Cl12N3O3

A 7-piece molecular cluster, C31H61Cl12N3O3 overall (ωB97M-V with the def2-TZVPD basis set, the Open Molecules 2025 dataset).

Output
Structure (SMILES)   CC1(C)CCCC(C)(C)N1O.CC1(C)CCCC(C)(C)N1O.CC1(C)CCCC(C)(C)N1O.ClC(Cl)Cl.ClC(Cl)Cl.ClC(Cl)Cl.ClC(Cl)Cl
HOMO   -8.35 eV
Charge   0
DFT total energy   -7129.87755 Ha
Relative energy (zero: lowest compared OMol25 entry of this formula, charge and spin)   0.0 kJ/mol

Each atom is followed by the atoms it is bonded to, with distances in Å.
Positions of all 110 atoms, in Å:
1 C 9.9048 8.7238 15.8077  C2 1.569, H12 1.117, H13 1.119, H14 1.097
2 C 8.8443 9.5594 15.0086  C1 1.569, C3 1.532, C4 1.560, N10 1.484
3 C 8.0687 8.5762 14.1253  C2 1.532, H15 1.096, H16 1.082, H17 1.070
4 C 7.8976 10.2415 16.0443  C2 1.560, C5 1.505, H18 1.126, H19 1.082
5 C 8.5053 11.3852 16.8109  C4 1.505, C6 1.520, H20 1.095, H21 1.077
6 C 9.1113 12.4060 15.8620  C5 1.520, C7 1.546, H22 1.081, H23 1.134
7 C 10.0970 11.8110 14.8307  C6 1.546, C8 1.540, C9 1.523, N10 1.545
8 C 10.2854 12.7946 13.6602  C7 1.540, H24 1.079, H25 1.095, H26 1.103
9 C 11.4644 11.5508 15.4484  C7 1.523, H27 1.147, H28 1.095, H29 1.064
10 N 9.3853 10.6297 14.1340  C2 1.484, C7 1.545, O11 1.399
11 O 10.3060 10.0329 13.2667  N10 1.399, H30 0.951
12 H 10.7851 8.3843 15.2097  C1 1.117
13 H 10.3393 9.3044 16.6604  C1 1.119
14 H 9.3342 7.8784 16.2109  C1 1.097
15 H 7.3797 9.0737 13.4329  C3 1.096
16 H 8.6789 7.9368 13.5006  C3 1.082
17 H 7.4625 7.9841 14.7786  C3 1.070
18 H 6.9890 10.7002 15.5637  C4 1.126
19 H 7.6219 9.4130 16.6827  C4 1.082
20 H 7.6972 11.8915 17.3495  C5 1.095
21 H 9.1577 11.0245 17.5879  C5 1.077
22 H 9.5725 13.2353 16.3803  C6 1.081
23 H 8.3070 12.8226 15.1802  C6 1.134
24 H 10.7973 12.2754 12.8643  C8 1.079
25 H 10.9746 13.6182 13.8733  C8 1.095
26 H 9.3613 13.1631 13.1827  C8 1.103
27 H 11.3814 10.8039 16.3144  C9 1.147
28 H 11.6874 12.4769 15.9878  C9 1.095
29 H 12.1963 11.3292 14.7079  C9 1.064
30 H 9.9648 10.2982 12.4200  O11 0.951
31 C 15.2488 10.8366 16.3169  C32 1.596, H42 1.068, H43 1.083, H44 1.099
32 C 16.5851 10.3545 17.0434  C31 1.596, C33 1.538, C34 1.628, N40 1.444
33 C 16.1844 9.4021 18.1829  C32 1.538, H45 1.092, H46 1.097, H47 1.093
34 C 17.4201 9.4817 15.9524  C32 1.628, C35 1.587, H48 1.113, H49 1.104
35 C 18.9010 9.2560 16.4771  C34 1.587, C36 1.519, H50 1.055, H51 1.073
36 C 19.5310 10.5910 16.8338  C35 1.519, C37 1.504, H52 1.103, H53 1.085
37 C 18.8017 11.4006 17.8706  C36 1.504, C38 1.595, C39 1.522, N40 1.514
38 C 19.0210 10.7447 19.3082  C37 1.595, H54 1.076, H55 1.064, H56 1.065
39 C 19.3503 12.8152 17.7526  C37 1.522, H57 1.099, H58 1.068, H59 1.127
40 N 17.3701 11.5156 17.3927  C32 1.444, C37 1.514, O41 1.466
41 O 16.6109 12.3284 18.3484  N40 1.466, H60 0.991
42 H 15.3597 11.7072 15.7077  C31 1.068
43 H 14.8810 10.0140 15.7159  C31 1.083
44 H 14.3824 11.0835 16.9467  C31 1.099
45 H 15.6121 9.9180 18.9571  C33 1.092
46 H 15.4997 8.6491 17.7731  C33 1.097
47 H 17.0632 8.9414 18.6407  C33 1.093
48 H 16.8316 8.5458 15.8252  C34 1.113
49 H 17.4631 9.9898 14.9730  C34 1.104
50 H 18.7321 8.6087 17.2932  C35 1.055
51 H 19.5187 8.7023 15.7960  C35 1.073
52 H 19.5667 11.2608 15.9581  C36 1.103
53 H 20.5712 10.4023 17.0795  C36 1.085
54 H 18.2569 11.1154 19.9682  C38 1.076
55 H 19.9790 11.1137 19.5898  C38 1.064
56 H 19.0114 9.6860 19.1922  C38 1.065
57 H 19.3332 13.2627 16.7490  C39 1.099
58 H 20.2969 12.8231 18.2469  C39 1.068
59 H 18.6275 13.3835 18.4051  C39 1.127
60 H 16.2967 13.0816 17.7860  O41 0.991
61 C 14.9226 14.6176 19.7012  C62 1.595, H72 1.089, H73 1.057, H74 1.117
62 C 15.2415 15.4982 18.4098  C61 1.595, C63 1.507, C64 1.542, N70 1.491
63 C 14.1465 16.5328 18.4396  C62 1.507, H75 1.037, H76 1.096, H77 1.112
64 C 16.6550 16.0939 18.5640  C62 1.542, C65 1.544, H78 1.127, H79 1.084
65 C 17.1065 16.8056 17.2705  C64 1.544, C66 1.521, H80 1.084, H81 1.097
66 C 17.1269 15.8147 16.1172  C65 1.521, C67 1.520, H82 1.127, H83 1.063
67 C 15.7385 15.2472 15.8733  C66 1.520, C68 1.554, C69 1.545, N70 1.552
68 C 14.6527 16.1909 15.2862  C67 1.554, H84 1.112, H85 1.102, H86 1.091
69 C 15.8756 14.0521 14.9033  C67 1.545, H87 1.107, H88 1.069, H89 1.054
70 N 15.2976 14.6065 17.2161  C62 1.491, C67 1.552, O71 1.406
71 O 14.0625 13.9574 17.0453  N70 1.406, H90 0.923
72 H 15.5452 13.7392 19.8667  C61 1.089
73 H 15.1198 15.2708 20.5090  C61 1.057
74 H 13.8385 14.3472 19.6902  C61 1.117
75 H 13.9766 16.8721 19.4048  C63 1.037
76 H 14.4546 17.3599 17.7896  C63 1.096
77 H 13.1567 16.1807 18.0755  C63 1.112
78 H 16.5757 16.8544 19.3923  C64 1.127
79 H 17.2539 15.2727 18.9418  C64 1.084
80 H 16.5000 17.6781 17.0582  C65 1.084
81 H 18.1339 17.1259 17.4836  C65 1.097
82 H 17.7560 14.9357 16.4377  C66 1.127
83 H 17.6407 16.1954 15.2681  C66 1.063
84 H 14.4687 17.1322 15.8497  C68 1.112
85 H 13.6634 15.7075 15.2473  C68 1.102
86 H 14.9209 16.4460 14.2603  C68 1.091
87 H 14.9317 13.5562 14.6057  C69 1.107
88 H 16.4872 13.2877 15.3334  C69 1.069
89 H 16.3796 14.4072 14.0479  C69 1.054
90 H 14.1631 13.0449 16.9522  O71 0.923
91 Cl 12.4968 13.2304 8.1397  C92 1.776
92 C 13.6625 14.1010 9.1584  Cl91 1.776, Cl93 1.789, Cl94 1.823, H95 1.056
93 Cl 13.5269 15.8663 8.9026  C92 1.789
94 Cl 15.3523 13.4935 8.8440  C92 1.823
95 H 13.4224 13.9706 10.1789  C92 1.056
96 Cl 15.1290 8.5306 7.6460  C97 1.799
97 C 16.4964 9.6895 7.7971  Cl96 1.799, Cl98 1.754, Cl99 1.768, H100 1.089
98 Cl 17.1924 10.2531 6.2890  C97 1.754
99 Cl 17.6450 9.0091 8.9556  C97 1.768
100 H 16.0840 10.5600 8.3049  C97 1.089
101 Cl 10.7271 8.3269 8.2079  C102 1.797
102 C 10.3908 9.9520 7.5197  Cl101 1.797, Cl103 1.790, Cl104 1.742, H105 1.068
103 Cl 9.7568 11.0089 8.8176  C102 1.790
104 Cl 9.1671 9.9443 6.2792  C102 1.742
105 H 11.2911 10.3840 7.1402  C102 1.068
106 Cl 12.9759 10.5323 10.8598  C107 1.777
107 C 13.7497 9.8206 12.2930  Cl106 1.777, Cl108 1.746, Cl109 1.774, H110 1.107
108 Cl 15.1397 10.7842 12.7251  C107 1.746
109 Cl 14.3252 8.1950 11.8786  C107 1.774
110 H 13.0467 9.8418 13.1482  C107 1.107

***

# C31H61IN4O7SSi

A 3-piece molecular cluster, C31H61IN4O7SSi overall (ωB97M-V with the def2-TZVPD basis set, the Open Molecules 2025 dataset).

Output
Structure (SMILES)   CCOCCOCc1c(CCCI)cc(CCO[Si](C)(C)C)c2nsnc12.COCCNCCOC.COCCNCCOC
HOMO   -8.39 eV
Charge   0
DFT total energy   -2948.68740 Ha

Each atom is followed by the atoms it is bonded to, with distances in Å.
Positions of all 106 atoms, in Å:
1 C 2.7047 -4.3625 -0.9355  C2 1.595, H28 1.122, H29 1.131, H30 1.125
2 C 3.7837 -3.2935 -0.4498  C1 1.595, O3 1.425, H31 1.133, H32 1.128
3 O 3.3764 -1.9582 -0.7332  C2 1.425, C4 1.461
4 C 4.4713 -1.0133 -0.5286  O3 1.461, C5 1.588, H33 1.129, H34 1.120
5 C 4.0962 -0.1682 0.7623  C4 1.588, O6 1.430, H35 1.122, H36 1.131
6 O 4.4771 1.2095 0.7152  C5 1.430, C7 1.426
7 C 3.6669 1.9628 -0.1849  O6 1.426, C8 1.564, H37 1.133, H38 1.133
8 C 2.1607 2.0806 0.2182  C7 1.564, C9 1.473, C27 1.497
9 C 1.1735 2.4842 -0.7974  C8 1.473, C10 1.558, C14 1.531
10 C 1.6683 2.8282 -2.2338  C9 1.558, C11 1.584, H39 1.120, H40 1.136
11 C 0.5862 2.6563 -3.3771  C10 1.584, C12 1.589, H41 1.120, H42 1.131
12 C 1.0640 1.6947 -4.5484  C11 1.589, I13 2.179, H43 1.122, H44 1.126
13 I 1.7414 -0.2471 -3.8293  C12 2.179
14 C -0.3059 2.5512 -0.4069  C9 1.531, C15 1.447, H45 1.114
15 C -0.8316 2.2489 0.9069  C14 1.447, C16 1.570, C23 1.502
16 C -2.3767 2.3068 1.1778  C15 1.570, C17 1.600, H46 1.119, H47 1.131
17 C -2.9689 0.8219 1.2415  C16 1.600, O18 1.441, H48 1.130, H49 1.135
18 O -4.1497 0.6807 0.4283  C17 1.441, Si19 1.710
19 Si -4.0634 -0.6625 -0.6265  O18 1.710, C20 1.916, C21 1.911, C22 1.926
20 C -4.1579 -2.3185 0.3326  Si19 1.916, H50 1.128, H51 1.123, H52 1.123
21 C -2.5855 -0.6011 -1.8368  Si19 1.911, H53 1.129, H54 1.134, H55 1.133
22 C -5.6614 -0.6049 -1.6996  Si19 1.926, H56 1.132, H57 1.133, H58 1.128
23 C 0.1194 1.8775 2.0092  C15 1.502, N24 1.366, C27 1.542
24 N -0.1198 1.5634 3.3169  C23 1.366, S25 1.672
25 S 1.3452 1.1829 4.0267  N24 1.672, N26 1.645
26 N 2.3103 1.4390 2.7188  S25 1.645, C27 1.394
27 C 1.5996 1.8150 1.5802  C8 1.497, C23 1.542, N26 1.394
28 H 2.0606 -3.9736 -1.7675  C1 1.122
29 H 3.2109 -5.3017 -1.3110  C1 1.131
30 H 2.0180 -4.6861 -0.1058  C1 1.125
31 H 3.9382 -3.5034 0.6524  C2 1.133
32 H 4.7418 -3.5692 -0.9764  C2 1.128
33 H 5.3663 -1.6495 -0.2661  C4 1.129
34 H 4.6084 -0.4124 -1.4639  C4 1.120
35 H 3.0122 -0.3543 0.9837  C5 1.122
36 H 4.6715 -0.6232 1.6238  C5 1.131
37 H 3.7686 1.5134 -1.2198  C7 1.133
38 H 4.1309 2.9949 -0.2504  C7 1.133
39 H 2.5938 2.2854 -2.5544  C10 1.120
40 H 1.9461 3.9292 -2.2169  C10 1.136
41 H -0.4101 2.2748 -3.0350  C11 1.120
42 H 0.3945 3.6716 -3.8377  C11 1.131
43 H 1.8400 2.2459 -5.1428  C12 1.122
44 H 0.1533 1.4846 -5.1761  C12 1.126
45 H -1.0372 2.8370 -1.1973  C14 1.114
46 H -2.6401 2.8700 2.1081  C16 1.119
47 H -2.8563 2.7947 0.2776  C16 1.131
48 H -3.2527 0.5361 2.2971  C17 1.130
49 H -2.1758 0.0748 0.9234  C17 1.135
50 H -4.6041 -2.0686 1.3382  C20 1.128
51 H -3.1121 -2.7032 0.4693  C20 1.123
52 H -4.8093 -3.0171 -0.2582  C20 1.123
53 H -1.6111 -0.8661 -1.3307  C21 1.129
54 H -2.6996 -1.3524 -2.6780  C21 1.134
55 H -2.5438 0.4216 -2.3237  C21 1.133
56 H -5.7849 0.3962 -2.2141  C22 1.132
57 H -6.5396 -0.7615 -1.0009  C22 1.133
58 H -5.6539 -1.4049 -2.4946  C22 1.128
59 C -4.8330 -9.2818 2.4630  O60 1.418, H68 1.091, H69 1.094, H70 1.094
60 O -4.7267 -9.6800 1.1066  C59 1.418, C61 1.426
61 C -5.9849 -9.9655 0.4983  O60 1.426, C62 1.524, H71 1.095, H72 1.094
62 C -6.3278 -8.9126 -0.5493  C61 1.524, N63 1.461, H73 1.094, H74 1.096
63 N -6.6467 -7.6301 0.0734  C62 1.461, C64 1.464, H75 1.013
64 C -6.7372 -6.5187 -0.8746  N63 1.464, C65 1.533, H76 1.094, H77 1.095
65 C -5.4654 -6.1342 -1.6402  C64 1.533, O66 1.421, H78 1.095, H79 1.096
66 O -4.4404 -5.5880 -0.8216  C65 1.421, C67 1.418
67 C -3.6036 -6.5490 -0.1984  O66 1.418, H80 1.093, H81 1.092, H82 1.092
68 H -3.8272 -9.2492 2.8834  C59 1.091
69 H -5.2709 -8.2829 2.5468  C59 1.094
70 H -5.4263 -9.9976 3.0391  C59 1.094
71 H -6.7854 -10.0696 1.2379  C61 1.095
72 H -5.8749 -10.9296 -0.0076  C61 1.094
73 H -7.1883 -9.2530 -1.1334  C62 1.094
74 H -5.4677 -8.8250 -1.2231  C62 1.096
75 H -5.9318 -7.4066 0.7550  N63 1.013
76 H -7.0555 -5.6440 -0.2990  C64 1.094
77 H -7.5373 -6.7294 -1.5920  C64 1.095
78 H -5.7402 -5.3366 -2.3379  C65 1.095
79 H -5.0793 -6.9521 -2.2585  C65 1.096
80 H -3.4777 -7.4494 -0.8047  C67 1.093
81 H -3.9866 -6.8081 0.7913  C67 1.092
82 H -2.6230 -6.0907 -0.0520  C67 1.092
83 C 3.9050 5.0996 2.5742  O84 1.419, H92 1.091, H93 1.094, H94 1.094
84 O 3.2591 6.1206 1.8299  C83 1.419, C85 1.426
85 C 3.0739 7.3283 2.5643  O84 1.426, C86 1.524, H95 1.095, H96 1.094
86 C 3.9647 8.4346 2.0113  C85 1.524, N87 1.461, H97 1.094, H98 1.096
87 N 5.3715 8.1813 2.3124  C86 1.461, C88 1.463, H99 1.013
88 C 6.2967 9.0626 1.5989  N87 1.463, C89 1.533, H100 1.094, H101 1.095
89 C 6.3294 8.9659 0.0689  C88 1.533, O90 1.421, H102 1.094, H103 1.096
90 O 6.8403 7.7342 -0.4221  C89 1.421, C91 1.418
91 C 5.8849 6.6906 -0.5197  O90 1.418, H104 1.093, H105 1.092, H106 1.092
92 H 3.8497 4.1728 2.0014  C83 1.091
93 H 4.9596 5.3429 2.7345  C83 1.094
94 H 3.4059 4.9372 3.5336  C83 1.094
95 H 3.2322 7.1857 3.6382  C85 1.095
96 H 2.0300 7.6240 2.4206  C85 1.094
97 H 3.6683 9.3908 2.4535  C86 1.094
98 H 3.7922 8.4875 0.9301  C86 1.096
99 H 5.5950 7.2243 2.0680  N87 1.013
100 H 7.2992 8.8261 1.9682  C88 1.094
101 H 6.0930 10.0990 1.8882  C88 1.095
102 H 7.0237 9.7339 -0.2861  C89 1.094
103 H 5.3631 9.2007 -0.3911  C89 1.096
104 H 4.8823 7.0620 -0.7467  C91 1.093
105 H 5.8704 6.0953 0.3962  C91 1.092
106 H 6.1990 6.0269 -1.3285  C91 1.092